# 1
A molecular structure, C29H39CrN4O5, computed with the ωB97M-V functional and the def2-TZVPD basis.

LUMO energy (alpha / beta) in hartree: 0.01621 / 0.01700
HOMO (alpha / beta) in eV: -7.20 / -7.36
Largest force on an atom in hartree/bohr: 0.01195
Multiplicity: 4
Kohn-Sham gap (alpha / beta) in eV: 7.6387 / 7.8179

Atoms and positions in Å:
Cr (1.6030, 0.0791, 0.3030)
O (2.6516, 1.5052, -2.7622)
C (1.6187, 2.3602, -2.3278)
C (1.9163, 3.0622, -1.0160)
N (2.3199, 2.1656, 0.1018)
C (3.8040, 1.9760, 0.0832)
C (4.2000, 0.6673, -0.5937)
O (5.1518, 0.5703, -1.3358)
O (3.4206, -0.2997, -0.2137)
C (1.9709, 2.7786, 1.3966)
C (2.0457, 1.7360, 2.5180)
O (2.2148, 2.0618, 3.6700)
O (1.8674, 0.5121, 2.1077)
H (3.4743, 1.9897, -2.9010)
H (0.7363, 1.7237, -2.2199)
H (1.3888, 3.1258, -3.0809)
H (1.0225, 3.6049, -0.7168)
H (2.7010, 3.8166, -1.1579)
H (4.1505, 1.8941, 1.1155)
H (4.3003, 2.8383, -0.3721)
H (0.9416, 3.1487, 1.3664)
H (2.6240, 3.6270, 1.6259)
C (-2.5201, -3.6551, -2.5440)
C (-1.3880, -2.6918, -2.3038)
C (-0.2253, -2.7852, -3.0619)
C (0.8200, -1.9050, -2.8308)
C (2.1154, -1.9752, -3.5788)
C (0.6356, -0.9146, -1.8740)
C (-0.5109, -0.7761, -1.0652)
C (-1.5237, -1.7319, -1.3146)
N (-0.3842, 0.1504, -0.0400)
C (-1.5120, 0.8920, 0.5657)
C (-1.3220, 0.9791, 2.0867)
C (-2.3876, 1.8633, 2.7393)
C (-2.3161, 3.2709, 2.1438)
C (-2.5767, 3.2075, 0.6384)
C (-3.9590, 2.6092, 0.3818)
C (-4.0034, 1.2013, 0.9730)
C (-3.7714, 1.2733, 2.4808)
C (-2.9247, 0.3211, 0.3319)
C (-1.5237, 2.3158, -0.0184)
H (-2.1938, -4.5079, -3.1380)
H (-3.3387, -3.1717, -3.0809)
H (-2.9262, -4.0298, -1.6034)
H (-0.1335, -3.5535, -3.8188)
H (2.1381, -2.8331, -4.2486)
H (2.9579, -2.0476, -2.8903)
H (2.2698, -1.0700, -4.1662)
H (1.4715, -0.2098, -1.7905)
H (-2.4130, -1.7743, -0.7144)
H (-0.3341, 1.3625, 2.3252)
H (-1.3628, -0.0303, 2.5057)
H (-2.1966, 1.9125, 3.8149)
H (-1.3313, 3.7085, 2.3410)
H (-3.0522, 3.9223, 2.6254)
H (-2.5199, 4.2140, 0.2116)
H (-4.1583, 2.5753, -0.6931)
H (-4.7351, 3.2305, 0.8377)
H (-4.9801, 0.7501, 0.7706)
H (-3.8419, 0.2746, 2.9206)
H (-4.5433, 1.8892, 2.9520)
H (-3.1193, 0.2316, -0.7368)
H (-2.9997, -0.6771, 0.7743)
H (-0.5315, 2.7449, 0.1164)
H (-1.6945, 2.2455, -1.0990)
N (1.1085, -5.9911, 1.7521)
C (1.2273, -4.6693, 1.4409)
C (0.2023, -3.7592, 1.7156)
C (0.3763, -2.4322, 1.3943)
N (1.4908, -1.9440, 0.8347)
C (2.4776, -2.8130, 0.5859)
C (2.3905, -4.1569, 0.8645)
H (0.2068, -6.3617, 1.9915)
H (1.7759, -6.6454, 1.3852)
H (-0.7240, -4.0803, 2.1694)
H (-0.4007, -1.7066, 1.5804)
H (3.3639, -2.3888, 0.1388)
H (3.2270, -4.8005, 0.6314)

# 2
2 unconnected molecules or ions with the total composition C29H39N2 in a non-equilibrium geometry, computed with the ωB97M-V functional and the def2-TZVPD basis.

LUMO energy in hartree: -0.18831
HOMO in eV: -10.00
Largest force on an atom in hartree/bohr: 0.03830
Kohn-Sham gap in eV: 4.8791
Net charge: +1

Atoms and positions in Å:
C (-4.7687, 2.1754, 3.9263)
C (-3.9622, 1.1566, 3.1986)
C (-3.3336, 0.1387, 3.8864)
C (-2.5539, -0.8128, 3.2433)
C (-1.9542, -1.8567, 4.1205)
C (-2.3797, -0.7468, 1.8505)
C (-1.5679, -1.7744, 1.0642)
C (-2.2185, -3.1583, 1.1024)
C (-0.0722, -1.8393, 1.4412)
C (0.6758, -0.5671, 1.3044)
C (1.9511, -0.2964, 1.7799)
C (2.4867, 1.0303, 1.5961)
C (1.6844, 2.1231, 0.9756)
C (3.7605, 1.3227, 2.0280)
C (4.5633, 0.3789, 2.6544)
C (5.9415, 0.7257, 3.0911)
C (4.0488, -0.8930, 2.8665)
C (2.7855, -1.2622, 2.4599)
C (2.3691, -2.6623, 2.7575)
C (-3.0357, 0.2742, 1.1467)
C (-2.9515, 0.3930, -0.3376)
C (-3.8070, 1.2036, 1.8275)
H (-5.1977, 2.9074, 3.2371)
H (-5.5878, 1.7005, 4.4727)
H (-4.1407, 2.7115, 4.6425)
H (-3.4585, 0.0829, 4.9548)
H (-1.4478, -2.6417, 3.5702)
H (-1.2277, -1.4106, 4.8015)
H (-2.7298, -2.3395, 4.7180)
H (-1.5732, -1.4554, 0.0096)
H (-3.2459, -3.1210, 0.7423)
H (-1.6689, -3.8702, 0.4878)
H (-2.2499, -3.5693, 2.1081)
H (0.0125, -2.1914, 2.4664)
H (0.4016, -2.6007, 0.8124)
H (0.1625, 0.2115, 0.7727)
H (2.2319, 3.0687, 0.9855)
H (1.4440, 1.8933, -0.0635)
H (0.7544, 2.2766, 1.5262)
H (4.1514, 2.3146, 1.8882)
H (6.4349, -0.1269, 3.5609)
H (6.5479, 1.0337, 2.2385)
H (5.9239, 1.5431, 3.8129)
H (4.6675, -1.6168, 3.3662)
H (3.1963, -3.2482, 3.1606)
H (1.5787, -2.6873, 3.5084)
H (2.0406, -3.1766, 1.8552)
H (-3.5273, 1.2483, -0.6967)
H (-1.9204, 0.5374, -0.6644)
H (-3.3560, -0.4969, -0.8233)
H (-4.3019, 1.9810, 1.2721)
C (-1.2435, 1.8106, -6.9642)
N (0.0511, 1.1491, -6.8234)
C (0.7734, 0.8709, -8.0621)
C (0.5635, 0.7698, -5.5529)
C (1.3296, -0.3778, -5.3781)
C (1.7834, -0.7036, -4.1237)
N (1.5583, 0.0054, -3.0297)
C (0.8351, 1.0991, -3.2035)
C (0.3215, 1.5184, -4.4058)
H (-1.7769, 1.8263, -6.0167)
H (-1.1080, 2.8311, -7.3121)
H (-1.8542, 1.2726, -7.6843)
H (1.7849, 0.5295, -7.8545)
H (0.2532, 0.1098, -8.6373)
H (0.8406, 1.7762, -8.6597)
H (1.5320, -1.0214, -6.2171)
H (2.3641, -1.6028, -3.9909)
H (0.6532, 1.6896, -2.3200)
H (-0.2372, 2.4364, -4.4701)

# 3
A molecular structure, C29H39N7NaO6PS3, computed with the ωB97M-V functional and the def2-TZVPD basis.

LUMO energy in hartree: 0.14096
HOMO in eV: -1.70
Largest force on an atom in hartree/bohr: 0.01208
Kohn-Sham gap in eV: 5.5325
Net charge: -2

Atoms and positions in Å:
Na (0.2000, 0.4763, -0.0154)
C (2.3836, -3.6049, 1.9207)
C (1.7491, -2.6376, 0.9647)
N (1.1941, -1.5369, 1.3260)
N (1.3547, -1.1559, 2.6124)
C (0.3087, -0.5734, 3.1724)
N (0.6247, 0.2033, 4.2643)
S (-1.3316, -0.7821, 2.7518)
C (1.7151, -2.9486, -0.4780)
C (2.1809, -4.1766, -0.9616)
C (2.1042, -4.4440, -2.3178)
C (1.5624, -3.4911, -3.1639)
C (1.1400, -2.2918, -2.5998)
N (1.2304, -2.0154, -1.3075)
H (2.2523, -3.2306, 2.9325)
H (3.4546, -3.7312, 1.7283)
H (1.9151, -4.5909, 1.8475)
H (1.5922, 0.2085, 4.5428)
H (-0.0880, 0.2923, 4.9667)
H (2.5874, -4.9127, -0.2815)
H (2.4577, -5.3937, -2.7047)
H (1.4569, -3.6604, -4.2273)
H (0.6950, -1.5190, -3.2148)
S (-2.1682, -1.2411, -3.3142)
C (-2.1966, 0.4205, -2.9833)
N (-1.4541, 1.1402, -2.1717)
C (-1.7813, 2.4877, -2.2224)
C (-1.1342, 3.4917, -1.5020)
C (-1.5069, 4.8120, -1.6763)
C (-2.5293, 5.1603, -2.5630)
C (-3.1877, 4.1761, -3.2836)
C (-2.8074, 2.8496, -3.1112)
S (-3.3843, 1.4149, -3.8876)
H (-0.3509, 3.2239, -0.8056)
H (-1.0010, 5.5843, -1.1096)
H (-2.8078, 6.2001, -2.6880)
H (-3.9862, 4.4333, -3.9699)
C (5.3946, 0.0032, -3.4458)
C (3.9379, -0.3437, -3.2314)
O (3.1416, 0.8094, -3.5019)
P (1.8379, 1.0241, -2.4959)
O (2.5238, 1.5524, -1.1295)
C (3.3654, 2.7130, -1.0457)
C (4.5713, 2.3638, -0.2047)
O (1.3856, 2.4599, -3.1184)
C (0.7406, 2.4748, -4.3956)
C (0.8526, 3.8726, -4.9569)
H (6.0252, -0.8718, -3.2745)
H (5.7028, 0.7962, -2.7635)
H (5.5523, 0.3540, -4.4675)
H (3.7754, -0.6919, -2.2057)
H (3.6330, -1.1562, -3.8978)
H (2.7835, 3.5001, -0.5663)
H (3.6402, 3.0398, -2.0509)
H (4.2436, 2.1068, 0.8012)
H (5.2568, 3.2148, -0.1574)
H (5.1023, 1.5102, -0.6314)
H (-0.3078, 2.1958, -4.2685)
H (1.2136, 1.7444, -5.0583)
H (0.3796, 4.5811, -4.2749)
H (0.3495, 3.9303, -5.9243)
H (1.8998, 4.1539, -5.0829)
C (1.9944, 4.7662, 5.2725)
C (1.6360, 3.6391, 4.3061)
C (0.9275, 4.0475, 2.9940)
C (1.6773, 5.2021, 2.3068)
C (1.0622, 5.6152, 0.9746)
C (-0.4787, 4.5149, 3.3006)
O (-0.7104, 5.4847, 4.0159)
N (-1.4709, 3.8047, 2.7258)
C (-1.3426, 2.7691, 1.7538)
O (-2.3739, 2.3938, 1.2362)
N (-0.1068, 2.2970, 1.4617)
C (0.9877, 2.8236, 2.0394)
O (2.1192, 2.3993, 1.7982)
H (2.3160, 4.3414, 6.2270)
H (1.1444, 5.4221, 5.4549)
H (2.8186, 5.3737, 4.8918)
H (1.0025, 2.9073, 4.8113)
H (2.5388, 3.1113, 3.9951)
H (2.7062, 4.8661, 2.1574)
H (1.6855, 6.0583, 2.9839)
H (1.0363, 4.7813, 0.2703)
H (1.6336, 6.4242, 0.5145)
H (0.0355, 5.9655, 1.1072)
H (-2.4206, 4.1014, 2.8971)

E_tot readings, ordered: -75329.504 -33679.438 -99640.381 eV